# 1
DFT (the ωB97M-V functional and the def2-TZVPD basis) results for a cluster of 2 separate species, C17H22BF3N in total at a distorted geometry.

Output
E_LUMO = -0.16118 hartree
Energy relative to the best compared isomer or geometry (same formula, charge and spin) = 3.3 kcal/mol
HOMO energy = -0.443 Eh

```
! wB97M-V def2-TZVPD RIJCOSX def2/J DEFGRID3
* xyz 1 1
F 5.148 1.016 -3.113
C 4.969 0.695 -1.800
F 5.878 -0.240 -1.483
F 5.287 1.832 -1.078
C 3.539 0.260 -1.583
C 3.256 -1.085 -1.236
C 1.915 -1.473 -0.995
C 0.856 -0.564 -1.075
C -0.556 -0.955 -0.717
C -1.723 -0.373 -1.575
C -2.997 -0.754 -1.181
C -4.163 -0.245 -1.799
C -4.054 0.630 -2.868
C -2.791 0.914 -3.380
C -1.632 0.359 -2.791
C 1.165 0.734 -1.546
C 2.478 1.113 -1.833
H 4.075 -1.757 -1.061
H 1.767 -2.514 -0.678
H -0.647 -2.004 -0.640
H -3.136 -1.460 -0.366
H -5.139 -0.480 -1.395
H -4.955 1.076 -3.317
H -2.709 1.614 -4.205
H -0.697 0.521 -3.315
H 0.368 1.465 -1.640
H 2.696 2.136 -2.149
C -0.865 -0.036 4.332
N -0.526 -0.079 2.911
C -0.799 1.305 2.389
C 0.963 -0.257 2.859
B -1.272 -1.147 2.125
H -0.826 -0.969 0.438
H -0.257 0.766 4.713
H -1.904 0.211 4.507
H -0.588 -0.944 4.854
H -0.163 1.950 3.010
H -0.567 1.406 1.314
H -1.849 1.564 2.573
H 1.348 0.605 3.413
H 1.238 -1.172 3.393
H 1.352 -0.288 1.828
H -1.032 -2.314 2.215
H -2.449 -1.064 1.945
*
```



# 2
DFT (the ωB97M-V functional and the def2-TZVPD basis) results for a structure of composition C17H22Br36O4S at a distorted geometry.

Output
E_LUMO = -0.01570 hartree
HOMO energy = -0.372 Eh

```
! wB97M-V def2-TZVPD RIJCOSX def2/J DEFGRID3
* xyz 0 1
C -7.251 -2.855 3.217
C -7.334 -2.036 1.941
C -7.952 -2.748 0.751
C -7.178 -3.954 0.327
C -6.201 -3.829 -0.783
O -5.698 -5.190 -0.875
S -6.851 -6.199 -0.510
O -6.571 -6.918 0.676
O -7.244 -6.915 -1.646
O -7.955 -5.093 -0.152
H -8.227 -2.960 3.666
H -6.826 -3.839 3.072
H -6.608 -2.346 3.922
H -7.970 -1.185 2.151
H -6.367 -1.615 1.691
H -8.957 -3.064 1.006
H -8.068 -2.059 -0.078
H -6.603 -4.318 1.174
H -6.689 -3.603 -1.722
H -5.380 -3.153 -0.593
C -2.851 -4.628 2.615
Br -2.959 -2.900 1.772
Br -3.192 -4.500 4.505
Br -4.076 -5.814 1.747
H -1.846 -5.004 2.497
C -2.432 -0.319 -1.808
Br -0.528 -0.107 -1.783
Br -2.941 -2.163 -2.005
Br -3.261 0.526 -0.283
H -2.802 0.203 -2.679
C 1.487 1.968 -5.354
Br -0.189 2.534 -4.594
Br 2.503 0.903 -4.119
Br 1.238 1.070 -7.032
H 2.059 2.862 -5.549
C 1.231 3.694 -1.160
Br 1.670 2.286 0.068
Br -0.446 4.519 -0.717
Br 2.650 4.983 -1.303
H 1.112 3.239 -2.133
C -3.021 0.438 4.738
Br -4.244 0.498 6.218
Br -3.819 1.174 3.154
Br -1.348 1.286 5.149
H -2.817 -0.602 4.531
C -6.830 -1.001 9.540
Br -6.949 0.805 8.892
Br -6.104 -2.170 8.200
Br -5.833 -1.100 11.178
H -7.834 -1.336 9.752
C 6.576 0.348 -2.781
Br 5.972 2.153 -2.990
Br 5.570 -0.561 -1.416
Br 6.531 -0.601 -4.452
H 7.604 0.383 -2.456
C 9.875 3.828 -2.042
Br 9.992 2.091 -2.863
Br 8.839 5.054 -3.095
Br 9.230 3.718 -0.236
H 10.878 4.220 -1.995
C 4.534 -4.617 -4.207
Br 3.158 -3.337 -3.804
Br 5.233 -4.365 -5.981
Br 5.931 -4.610 -2.886
H 4.079 -5.594 -4.182
C 14.536 5.140 -1.764
Br 12.838 5.673 -1.026
Br 15.500 4.008 -0.552
Br 14.304 4.322 -3.484
H 15.118 6.038 -1.903
C -6.781 0.817 -2.542
Br -5.406 1.875 -3.372
Br -6.531 -1.055 -2.897
Br -6.920 1.173 -0.661
H -7.718 1.107 -2.989
C 12.305 8.950 1.023
Br 11.130 8.740 2.529
Br 11.414 9.793 -0.456
Br 13.915 9.882 1.503
H 12.594 7.962 0.702
*
```



# 3
DFT (the ωB97M-V functional and the def2-TZVPD basis) results for a structure of composition C17H22BrMoS3.

Output
E_LUMO (alpha / beta) = -0.17087 / -0.17074 hartree
Energy relative to the best compared isomer or geometry (same formula, charge and spin) = 0.0 kcal/mol
HOMO energy (alpha / beta) = -0.419 / -0.419 Eh

```
! wB97M-V def2-TZVPD RIJCOSX def2/J DEFGRID3
* xyz 1 1
Mo 0.264 0.401 0.220
C -0.342 -0.251 3.821
C -0.558 -0.563 2.379
C 0.296 -1.427 1.685
C -0.032 -1.898 0.375
C 0.809 -2.943 -0.298
C -1.228 -1.450 -0.206
C -1.978 -0.420 0.365
C -3.204 0.112 -0.315
C -1.592 0.054 1.648
H -0.687 0.750 4.071
H 0.707 -0.340 4.096
H -0.916 -0.973 4.408
H 1.180 -1.808 2.175
H 0.442 -3.934 -0.022
H 1.850 -2.867 0.010
H 0.759 -2.850 -1.382
H -1.506 -1.827 -1.181
H -4.069 -0.481 -0.011
H -3.110 0.051 -1.398
H -3.399 1.148 -0.041
H -2.171 0.832 2.125
S 2.491 0.114 -0.138
C 2.732 -0.473 -1.751
C 3.974 -0.981 -2.154
C 4.138 -1.390 -3.458
C 3.082 -1.291 -4.370
C 1.859 -0.784 -3.987
C 1.678 -0.370 -2.664
S 0.178 0.329 -2.133
H 4.786 -1.050 -1.442
H 5.091 -1.789 -3.778
H 3.226 -1.616 -5.392
H 1.045 -0.706 -4.696
C 0.475 3.634 -1.029
S -0.879 2.557 -0.522
C -1.517 3.543 0.846
H 1.192 3.718 -0.216
H 0.044 4.602 -1.280
H 0.929 3.185 -1.907
H -1.953 4.443 0.417
H -0.719 3.782 1.543
H -2.297 2.978 1.351
Br 1.296 1.959 2.037
*
```



# 4
DFT (the ωB97M-V functional and the def2-TZVPD basis) results for a cluster of 2 separate species, C17H22ClSi in total at a distorted geometry.

Output
E_LUMO = -0.20355 hartree
Energy relative to the best compared isomer or geometry (same formula, charge and spin) = 51.3 kcal/mol
HOMO energy = -0.401 Eh

```
! wB97M-V def2-TZVPD RIJCOSX def2/J DEFGRID3
* xyz 1 1
C -2.201 -3.112 1.111
C -1.428 -1.935 1.705
C -2.111 -1.595 3.046
C 0.087 -2.082 1.810
C 0.799 -1.077 2.484
C 2.193 -1.033 2.460
C 2.906 -2.031 1.777
C 2.211 -3.052 1.116
C 0.810 -3.104 1.170
H -1.706 -3.559 0.249
H -2.384 -3.877 1.874
H -3.170 -2.737 0.772
H -1.573 -0.852 3.640
H -3.112 -1.199 2.829
H -2.234 -2.502 3.659
H 0.256 -0.320 3.057
H 2.713 -0.219 2.970
H 3.998 -2.009 1.761
H 2.753 -3.825 0.559
H 0.283 -3.967 0.746
H -1.591 -1.097 1.035
Si -2.357 3.679 -0.245
C -1.637 4.499 1.251
C -1.236 3.379 -1.695
C -4.175 3.532 -0.470
C -4.866 4.651 -0.995
C -6.252 4.600 -1.183
C -6.957 3.428 -0.857
Cl -8.652 3.373 -1.084
C -6.283 2.301 -0.350
C -4.900 2.353 -0.157
H -2.221 4.195 2.138
H -0.598 4.149 1.386
H -1.645 5.598 1.147
H -1.629 2.522 -2.271
H -1.172 4.273 -2.336
H -0.229 3.119 -1.321
H -4.309 5.555 -1.250
H -6.788 5.459 -1.580
H -6.847 1.401 -0.111
H -4.358 1.488 0.238
*
```



# 5
DFT (the ωB97M-V functional and the def2-TZVPD basis) results for a structure of composition C17H22MgN2 at a distorted geometry.

Output
E_LUMO = 0.19909 hartree
Energy relative to the best compared isomer or geometry (same formula, charge and spin) = 0.0 kcal/mol
HOMO energy = 0.033 Eh

```
! wB97M-V def2-TZVPD RIJCOSX def2/J DEFGRID3
* xyz -2 1
C 3.084 -1.426 -0.749
C 3.318 -0.206 -0.055
C 2.650 0.840 -0.754
C 1.994 0.267 -1.882
C 2.266 -1.138 -1.887
Mg 0.910 -0.822 -0.136
C 1.183 -1.374 2.066
C 0.930 -2.734 1.563
C 1.307 -3.918 2.202
N 0.272 -2.770 0.288
H 2.743 1.906 -0.543
H 3.973 -0.072 0.808
H 1.457 0.821 -2.653
H 1.984 -1.848 -2.667
H 3.526 -2.395 -0.513
H 2.179 -1.198 2.477
H 0.151 -3.715 -0.079
H 0.377 -0.914 2.645
H 1.858 -3.845 3.135
H 1.037 -4.877 1.766
C 0.314 2.281 1.391
N -1.097 2.309 1.184
C -1.636 3.473 0.546
C -1.868 1.089 1.190
C -2.091 0.518 -0.185
C -3.337 0.728 -0.818
C -3.528 0.300 -2.133
C -2.490 -0.359 -2.795
C -1.261 -0.594 -2.130
C -1.078 -0.144 -0.841
H 0.613 3.235 1.857
H 0.881 2.192 0.442
H 0.592 1.435 2.040
H -1.488 3.475 -0.552
H -2.714 3.545 0.745
H -1.118 4.354 0.952
H -1.336 0.358 1.825
H -2.849 1.345 1.628
H -4.126 1.243 -0.261
H -4.484 0.479 -2.631
H -2.617 -0.701 -3.824
H -0.479 -1.143 -2.662
*
```



What did the fourth record say?
DFT (the ωB97M-V functional and the def2-TZVPD basis) results for a cluster of 2 separate species, C17H22ClSi in total at a distorted geometry.

Output
E_LUMO = -0.20355 hartree
Energy relative to the best compared isomer or geometry (same formula, charge and spin) = 51.3 kcal/mol
HOMO energy = -0.401 Eh

```
! wB97M-V def2-TZVPD RIJCOSX def2/J DEFGRID3
* xyz 1 1
C -2.201 -3.112 1.111
C -1.428 -1.935 1.705
C -2.111 -1.595 3.046
C 0.087 -2.082 1.810
C 0.799 -1.077 2.484
C 2.193 -1.033 2.460
C 2.906 -2.031 1.777
C 2.211 -3.052 1.116
C 0.810 -3.104 1.170
H -1.706 -3.559 0.249
H -2.384 -3.877 1.874
H -3.170 -2.737 0.772
H -1.573 -0.852 3.640
H -3.112 -1.199 2.829
H -2.234 -2.502 3.659
H 0.256 -0.320 3.057
H 2.713 -0.219 2.970
H 3.998 -2.009 1.761
H 2.753 -3.825 0.559
H 0.283 -3.967 0.746
H -1.591 -1.097 1.035
Si -2.357 3.679 -0.245
C -1.637 4.499 1.251
C -1.236 3.379 -1.695
C -4.175 3.532 -0.470
C -4.866 4.651 -0.995
C -6.252 4.600 -1.183
C -6.957 3.428 -0.857
Cl -8.652 3.373 -1.084
C -6.283 2.301 -0.350
C -4.900 2.353 -0.157
H -2.221 4.195 2.138
H -0.598 4.149 1.386
H -1.645 5.598 1.147
H -1.629 2.522 -2.271
H -1.172 4.273 -2.336
H -0.229 3.119 -1.321
H -4.309 5.555 -1.250
H -6.788 5.459 -1.580
H -6.847 1.401 -0.111
H -4.358 1.488 0.238
*
```